# 1
ORCA calculation (ωB97M-V/def2-TZVPD) on one molecule with the formula C20H16ClN4OP in a non-equilibrium geometry.

## Properties
Total energy = -1867.44789 Ha
Relative energy (zero: lowest compared OMol25 entry of this formula, charge and spin) = 180.4 kJ/mol
LUMO = 0.5 eV
HOMO energy = -7.757 eV
SMILES string = O=P(c1ccccc1)(c1ccccc1)N1N=NN/C1=C\c1ccc(Cl)cc1
Orbital gap = 8.26 eV

ORCA input file:
```
! RIJCOSX wB97M-V def2-TZVPD def2/J DEFGRID3
* xyz 0 1
O -1.827 1.820 -1.005
P -0.452 1.213 -1.134
C 0.385 1.985 -2.523
C 1.134 1.256 -3.387
C 1.967 1.874 -4.362
C 1.872 3.204 -4.514
C 0.972 3.955 -3.837
C 0.267 3.384 -2.860
C -0.724 -0.640 -1.556
C -1.886 -0.898 -2.233
C -2.354 -2.173 -2.384
C -1.540 -3.286 -2.067
C -0.374 -2.989 -1.294
C 0.046 -1.624 -1.060
N 0.539 1.364 0.278
N 1.835 1.820 0.319
N 2.500 1.328 1.276
N 1.644 0.530 1.906
C 0.351 0.556 1.393
C -0.787 0.064 1.960
C -0.716 -0.652 3.197
C 0.151 -1.730 3.207
C 0.391 -2.423 4.386
C -0.246 -2.044 5.568
Cl 0.136 -3.133 6.860
C -1.023 -0.913 5.683
C -1.266 -0.220 4.513
H 1.284 0.126 -3.346
H 2.635 1.276 -4.936
H 2.483 3.776 -5.237
H 0.729 5.002 -3.864
H -0.291 4.057 -2.291
H -2.473 -0.032 -2.566
H -3.322 -2.298 -2.720
H -1.671 -4.333 -2.312
H 0.453 -3.746 -1.065
H 0.887 -1.389 -0.442
H 1.645 0.483 2.930
H -1.738 0.453 1.648
H 0.699 -1.853 2.316
H 1.110 -3.264 4.360
H -1.465 -0.549 6.620
H -1.962 0.663 4.578
*
```

# 2
ORCA calculation (ωB97M-V/def2-TZVPD) on one molecule with the formula C6H11F3O2Si in a non-equilibrium geometry.

## Properties
Total energy = -974.87701 Ha
Relative energy (zero: lowest compared OMol25 entry of this formula, charge and spin) = 103.5 kJ/mol
LUMO = 0.9 eV
HOMO energy = -9.523 eV
SMILES string = CCO[Si@H](F)OCCC=C(F)F
Orbital gap = 10.43 eV

ORCA input file:
```
! RIJCOSX wB97M-V def2-TZVPD def2/J DEFGRID3
* xyz 0 1
C 1.457 -2.316 -1.380
C 2.406 -1.037 -1.257
O 2.378 -0.506 0.067
Si 1.229 -0.106 1.168
F 0.056 -1.214 1.367
O 0.547 1.295 0.847
C -0.484 2.053 1.281
C -1.709 2.027 0.359
C -2.375 0.677 0.503
C -2.379 -0.156 -0.568
F -1.859 -0.042 -1.777
F -3.003 -1.322 -0.606
H 1.422 -2.650 -2.453
H 2.014 -3.043 -0.776
H 0.494 -2.028 -0.926
H 2.047 -0.205 -1.916
H 3.392 -1.485 -1.383
H 1.999 0.114 2.329
H -0.886 1.508 2.129
H -0.060 3.072 1.537
H -1.431 2.127 -0.676
H -2.303 2.835 0.767
H -2.951 0.400 1.365
*
```

# 3
ORCA calculation (ωB97M-V/def2-TZVPD) on one molecule with the formula C5H12N2O in a non-equilibrium geometry.

## Properties
Total energy = -382.44824 Ha
Relative energy (zero: lowest compared OMol25 entry of this formula, charge and spin) = 142.5 kJ/mol
LUMO = 1.1 eV
HOMO energy = -8.967 eV
SMILES string = C[C@@H]1O[C@@](C)(N)[C@H]1N
Orbital gap = 10.02 eV

ORCA input file:
```
! RIJCOSX wB97M-V def2-TZVPD def2/J DEFGRID3
* xyz 0 1
C -1.374 1.315 1.589
C -0.688 0.054 1.114
O 0.785 0.175 1.087
C 0.852 -0.162 -0.309
C 1.440 0.948 -1.162
N 1.505 -1.401 -0.571
C -0.750 -0.268 -0.375
N -1.370 -1.503 -0.760
H -1.082 2.161 0.971
H -1.098 1.527 2.619
H -2.452 1.180 1.524
H -0.954 -0.798 1.751
H 1.386 0.667 -2.211
H 2.479 1.110 -0.883
H 0.891 1.871 -1.002
H 1.288 -2.092 0.138
H 2.508 -1.297 -0.665
H -1.180 0.540 -0.971
H -1.112 -1.750 -1.709
H -1.075 -2.276 -0.173
*
```

# 4
ORCA calculation (ωB97M-V/def2-TZVPD) on one molecule with the formula C4H7IO2S in a non-equilibrium geometry.

## Properties
Total energy = -1002.89378 Ha
Relative energy (zero: lowest compared OMol25 entry of this formula, charge and spin) = 127.5 kJ/mol
LUMO = 0.1 eV
HOMO energy = -8.968 eV
SMILES string = C=C(I)CS(C)(=O)=O
Orbital gap = 9.02 eV

ORCA input file:
```
! RIJCOSX wB97M-V def2-TZVPD def2/J DEFGRID3
* xyz 0 1
C -1.301 2.325 -0.894
C -1.338 1.243 -0.129
I -3.107 0.090 0.023
C -0.239 0.737 0.659
S 0.201 -1.293 -0.101
C 1.934 -1.683 0.333
O -0.641 -2.198 0.626
O 0.084 -1.235 -1.528
H -2.161 2.675 -1.442
H -0.400 2.915 -0.968
H 0.696 1.270 0.533
H -0.462 0.466 1.683
H 2.300 -2.326 -0.460
H 2.518 -0.775 0.387
H 1.915 -2.209 1.279
*
```

# 5
ORCA calculation (ωB97M-V/def2-TZVPD) on C52H41BiF3N9O5 as an isolated structure in a non-equilibrium geometry.

## Properties
Total energy = -3389.26067 Ha
Relative energy (zero: lowest compared OMol25 entry of this formula, charge and spin) = 11.1 kJ/mol
LUMO = -0.3 eV
HOMO energy = -7.442 eV
Orbital gap = 7.14 eV

ORCA input file:
```
! RIJCOSX wB97M-V def2-TZVPD def2/J DEFGRID3
* xyz 0 1
Bi -0.424 -0.287 -0.528
C -1.154 2.947 3.059
C -2.523 3.030 3.201
C -3.369 2.328 2.385
C -2.822 1.620 1.355
N -1.491 1.464 1.263
C -0.672 2.113 2.087
C -3.648 0.840 0.397
C -4.940 0.534 0.418
C -5.240 -0.436 -0.668
C -4.892 -0.106 -2.142
C -3.277 1.305 -1.885
N -3.030 0.319 -0.835
C -2.352 2.471 -2.109
C -1.564 2.407 -3.242
C -0.712 3.485 -3.539
C -0.698 4.530 -2.636
C -1.494 4.484 -1.501
N -2.258 3.434 -1.165
H -0.482 3.477 3.716
H -2.972 3.567 4.031
H -4.448 2.351 2.503
H 0.365 1.889 1.976
H -5.684 0.789 1.148
H -6.001 -1.188 -0.552
H -5.487 -0.640 -2.906
H -1.684 1.581 -3.908
H -0.184 3.493 -4.488
H -0.075 5.386 -2.784
H -1.467 5.285 -0.788
O 1.220 2.362 -0.659
C 2.475 2.154 -0.002
C 2.449 0.764 0.727
O 3.502 0.229 1.068
O 1.287 0.274 0.953
C 3.595 2.126 -1.021
C 3.194 1.726 -2.391
C 4.346 1.536 -3.428
C 5.724 1.743 -2.914
C 5.978 2.111 -1.648
C 4.868 2.349 -0.691
C 2.650 3.262 1.057
C 2.799 2.962 2.410
C 2.829 3.999 3.349
C 2.858 5.303 2.948
C 2.768 5.591 1.590
C 2.656 4.585 0.639
H 0.666 2.904 -0.094
H 2.360 2.325 -2.745
H 4.229 2.157 -4.317
H 6.479 1.639 -3.650
H 6.963 2.347 -1.330
H 5.113 2.605 0.331
H 2.910 1.927 2.729
H 2.947 3.718 4.389
H 2.944 6.105 3.681
H 2.745 6.626 1.305
H 2.489 4.778 -0.409
F -4.382 -6.126 6.055
C -4.234 -4.808 6.411
F -5.458 -4.344 6.705
F -3.507 -4.867 7.552
C -3.592 -3.968 5.360
C -4.303 -3.758 4.177
C -3.695 -3.118 3.131
C -2.383 -2.638 3.245
C -1.666 -2.894 4.433
C -2.287 -3.546 5.502
C -1.758 -1.962 2.158
C -1.258 -1.443 1.200
H -5.338 -4.108 4.129
H -4.271 -2.941 2.224
H -0.663 -2.495 4.477
H -1.785 -3.686 6.473
N 0.895 -0.663 -7.469
C 1.450 -0.591 -6.466
C 2.053 -0.455 -5.126
C 3.334 -0.198 -4.973
C 3.925 0.068 -3.633
C 2.828 0.208 -2.513
N 1.446 -0.133 -2.799
C 1.099 -0.461 -3.977
H 3.949 -0.062 -5.833
H 4.710 -0.649 -3.431
H 3.141 -0.351 -1.602
H 0.047 -0.767 -4.135
N -1.837 -3.604 -2.415
C -2.225 -2.315 -2.125
O -1.407 -1.366 -2.470
C -3.365 -2.155 -1.358
C -3.934 -0.824 -1.223
N -4.313 1.126 -2.559
C -4.011 -3.231 -0.752
N -4.579 -4.138 -0.290
H -2.526 -4.347 -2.387
H -1.137 -3.750 -3.115
C 3.512 -2.762 -0.382
N 2.439 -3.576 0.222
C 2.826 -4.792 0.907
C 1.160 -3.253 -0.061
C 0.115 -4.219 0.370
O 0.922 -2.259 -0.784
H 4.469 -3.207 -0.073
H 3.481 -1.747 0.010
H 3.443 -2.759 -1.450
H 3.034 -5.635 0.218
H 2.023 -5.110 1.589
H 3.697 -4.662 1.535
H 0.336 -5.226 0.073
H -0.850 -3.842 0.032
H 0.067 -4.264 1.479
*
```

# 6
ORCA calculation (ωB97M-V/def2-TZVPD) on an isolated ion of composition C5H13N2 and charge +1 in a non-equilibrium geometry.

## Properties
Total energy = -307.49610 Ha
Relative energy (zero: lowest compared OMol25 entry of this formula, charge and spin) = 329.5 kJ/mol
LUMO = -2.9 eV
HOMO energy = -14.368 eV
SMILES string = C=C(CN)[NH+](C)C
Orbital gap = 11.46 eV

ORCA input file:
```
! RIJCOSX wB97M-V def2-TZVPD def2/J DEFGRID3
* xyz 1 1
C -1.448 1.286 0.671
C -0.284 0.862 0.249
C 0.972 1.537 -0.167
N 2.004 0.525 -0.413
N -0.061 -0.663 -0.021
C -0.379 -1.598 1.090
C -0.715 -1.120 -1.257
H -2.261 0.692 0.695
H -1.560 2.254 0.929
H 0.791 2.167 -1.050
H 1.051 2.304 0.632
H 2.356 0.463 0.512
H 2.626 0.884 -1.125
H 1.054 -0.595 -0.233
H 0.231 -1.123 1.895
H -1.496 -1.590 1.528
H -0.335 -2.626 0.735
H -0.251 -0.608 -2.092
H -0.542 -2.218 -1.263
H -1.753 -0.834 -1.315
*
```